Computed, not measured: a cluster of 9 separate species, C31H74NO26P5S3 in total, with ωB97M-V/def2-TZVPD.

Molecular weight: 1128.0 Da
Multiplicity: 2
Orbital gap (spin up / spin down): 9.23 / 4.91 eV
Lowest unoccupied orbital energy (spin up / spin down): -2.4 / -6.7 eV
Total charge: +1

XYZ file:
```
140
Properties=species:S:1:pos:R:3:mulliken_charge:R:1
S -3.4146 -5.7637 -5.5153 1.05
S 2.9744 5.5631 -3.8567 1.07
S -3.6201 -1.8951 0.2236 1.08
P 6.7046 -5.9055 2.5131 0.86
P 1.9878 4.1411 4.5431 1.15
P -0.6870 -1.2034 6.2070 0.56
P 1.0594 0.3859 -0.3666 0.74
P -3.2751 3.3661 -5.6983 0.98
O 0.3783 -0.8903 0.4618 -0.28
O -1.4846 -0.8273 4.8112 0.03
O 5.7997 -5.6859 3.7838 -0.21
O -4.8803 -5.8380 -5.5614 -0.64
O 2.5718 2.6108 4.2732 -0.14
O 0.3249 0.0273 6.2751 -0.11
O 6.1611 -6.8153 1.4384 -0.65
O 0.7250 0.1731 -1.9947 -0.43
O 0.6474 1.7357 0.1763 -0.42
O 2.6995 0.1149 -0.2214 -0.28
O 0.5062 4.1150 4.8309 -0.73
O -3.6330 4.0071 -7.1491 -0.37
O 0.0097 -2.4739 6.2908 -0.76
O 1.9722 5.9581 -4.8674 -0.63
O -2.6759 -6.9697 -5.4762 -0.61
O -4.4456 2.2099 -5.5693 -0.39
O -1.7826 -0.8955 7.3758 -0.31
O 4.1438 6.4002 -3.6916 -0.64
O 3.0212 4.7339 5.6989 -0.35
O -3.7837 4.5674 -4.7458 -0.14
O -1.8967 2.8450 -5.5211 -0.62
O 6.8990 -4.3685 1.9888 -0.29
O 8.2159 -6.2277 3.2146 -0.33
O -3.3809 -0.9790 1.3396 -0.52
O 2.3539 4.8288 3.1663 -0.44
O -3.6338 -1.5512 -1.2281 -0.62
N -1.6735 2.7466 -0.6552 0.87
C -3.6387 3.7457 -0.9726 -0.76
C 9.4270 -6.7393 2.5346 -0.58
C -2.9742 -4.7548 -7.0086 -0.67
C 3.1027 2.9334 -3.1517 -0.54
C -4.2409 1.0533 -4.6543 -0.62
C 5.6078 -6.5858 4.8839 -0.67
C 2.7108 4.7951 7.0747 -0.63
C 2.0600 5.0928 -2.2650 -0.88
C -3.0355 -3.3539 -6.6154 -0.83
C -2.4574 2.2286 0.2926 -0.15
C 3.4849 3.7869 -4.3672 -0.82
C 0.2286 -0.7182 1.8678 -0.36
C -4.7880 -4.1183 1.0551 -0.66
C -1.7839 -1.7222 8.4900 -0.73
C -0.6193 0.2316 -2.6300 -0.53
C -2.5383 0.2132 4.7340 -0.33
C -3.6992 2.9050 0.1568 -0.88
C -5.0134 5.1821 -5.0937 -0.70
C 0.1926 0.9422 7.3930 -0.35
C 1.8257 3.6539 -2.5608 0.64
C -2.6284 4.5044 -8.0435 -0.69
C 4.0162 2.5437 4.2094 -0.72
C -2.8104 -4.4762 -4.3283 -0.59
C -5.2219 -2.7627 0.5673 -0.78
C -2.5358 -3.4004 0.4328 -0.62
C 1.6805 4.3951 1.9741 -0.78
C -3.5146 -4.6087 0.4856 -0.41
C -2.3643 3.6933 -1.3846 -0.28
C 3.4493 -0.6176 -1.1396 -0.65
C 5.8553 -3.4749 1.8665 -0.57
C -3.1356 -3.1531 -5.0510 0.35
H -2.6231 0.6982 5.7064 0.35
H -1.0420 -1.4275 9.2323 0.27
H 4.4317 3.6801 -4.8967 0.49
H -3.4468 -0.3371 4.4892 0.20
H -0.6727 2.6146 -0.6907 -0.11
H 1.5352 5.1536 1.2049 0.36
H -1.6938 -2.7791 8.2389 0.33
H 2.5124 3.7961 7.4630 0.23
H -0.0615 0.3096 2.0860 0.12
H -5.1328 5.8879 -4.2716 0.24
H 9.0688 -6.8908 1.5163 0.30
H 6.2594 -7.4593 4.9087 0.29
H -1.5012 0.0014 -2.0322 0.23
H 4.2553 1.9270 5.0758 0.25
H -2.8159 -1.5807 8.8110 0.25
H 9.7770 -7.6853 2.9477 0.24
H 2.1262 3.4725 1.6022 0.26
H -4.8503 -4.2277 2.1378 0.34
H 1.7909 5.3610 7.2212 0.30
H 2.8904 -1.2478 -1.8314 0.35
H -4.5387 1.2332 -3.6213 0.32
H 3.4512 5.3283 7.6711 0.29
H -5.5188 -4.8822 0.7894 0.39
H -0.6199 -0.5884 -3.3481 0.36
H -3.0587 4.2781 -9.0191 0.26
H 2.7169 5.2681 -1.4131 0.43
H 3.9998 0.0079 -1.8424 0.22
H -4.3128 4.4897 -1.3708 0.56
H -5.6717 -2.0898 1.2973 0.32
H -3.5356 -5.2038 -7.8279 0.47
H -1.7760 -3.4508 -0.3472 0.45
H -2.4189 -2.4155 -4.6900 -0.24
H -4.9454 5.7515 -6.0206 0.26
H -2.1929 -2.8258 -7.0618 0.35
H -1.9728 4.2066 -2.2505 0.64
H 0.6375 4.1713 2.1979 0.35
H 6.0649 -2.4272 2.0820 0.27
H -3.7105 -5.0227 -0.5035 0.16
H -3.0572 -5.3369 1.1554 0.34
H 1.5450 3.1958 -1.6124 -0.72
H 0.4626 0.4844 8.3446 0.34
H -3.1747 -4.7114 -3.3283 0.19
H -3.2341 0.6544 -4.7785 0.26
H 5.3132 -3.4137 0.9229 0.23
H -1.9345 -5.0224 -7.1969 0.30
H -1.9934 1.5696 1.0116 0.62
H 2.8887 1.8797 -3.3311 0.25
H 10.1696 -5.9567 2.6900 0.23
H 3.8343 2.9256 -2.3438 0.33
H 5.1326 -3.7073 2.6487 0.32
H -0.5249 -1.3924 2.2750 0.03
H -2.1318 0.9174 4.0081 0.02
H -1.7275 -4.4973 -4.2064 0.37
H -4.8514 0.2233 -5.0098 0.31
H -5.8728 -2.6317 -0.2972 0.37
H 4.4138 2.0419 3.3273 0.19
H 1.1238 5.6415 -2.1617 0.39
H -5.8338 4.4743 -5.2125 0.35
H -0.8885 1.0383 -3.3118 0.26
H -4.5199 2.8390 0.8557 0.50
H 0.8782 1.7647 7.1890 -0.08
H -2.5209 5.5767 -7.8804 0.30
H -1.6746 3.9770 -8.0273 0.29
H 2.8393 3.6265 -5.2307 0.36
H 5.8446 -5.9953 5.7689 0.27
H -3.8730 -2.8992 -7.1443 0.30
H 1.1829 -0.9606 2.3353 0.42
H -0.7330 1.4975 7.5445 0.30
H 4.5645 -6.8782 5.0035 0.28
H 1.0469 3.6663 -3.3234 0.27
H 4.1511 -1.1215 -0.4750 0.21
H 4.4036 3.5612 4.2622 0.38
H -2.0997 -3.0570 1.3709 0.18
H -4.0838 -2.7227 -4.7289 0.22
```